# 1
142
Properties=species:S:1:pos:R:3:forces:R:3:lowdin_charge:R:1 method="wB97M-V/def2-TZVPD" e_lumo_ev=-3.05 e_homo_ev=-9.154 gap_ev=6.1 total_charge=+1
Ba -10.984 5.727 23.078 -1.62 -0.30 0.57 1.925
Zn -13.951 4.262 26.861 0.54 -1.20 0.67 0.408
C -11.369 5.806 29.740 -0.27 0.04 -0.01 -0.091
C -11.383 4.512 28.901 -0.69 1.62 -1.30 -0.331
O -12.188 4.711 27.689 1.23 -0.12 1.12 -0.406
H -12.400 6.085 29.952 0.00 -0.03 0.34 0.043
H -10.919 6.687 29.282 0.01 -0.14 -0.74 0.042
H -10.772 5.747 30.650 -0.26 -0.52 0.34 0.073
H -11.667 3.685 29.552 -0.50 -0.20 -0.21 0.097
H -10.343 4.329 28.632 0.26 -0.34 -0.36 0.074
C -13.021 0.568 25.999 -1.22 -0.55 0.40 -0.040
C -14.383 1.027 26.654 0.55 -0.27 0.19 -0.578
C -14.847 0.049 27.754 0.26 -0.08 0.49 -0.077
O -14.445 2.357 26.985 0.01 0.98 0.53 -0.319
H -12.924 -0.502 26.183 -0.06 -0.23 -0.31 0.057
H -12.085 0.963 26.395 -0.28 0.71 0.00 0.063
H -13.165 0.712 24.928 0.63 0.14 -0.08 0.038
H -15.174 0.796 25.940 0.01 0.09 -1.01 0.095
H -14.694 -0.989 27.458 -0.01 -0.06 -0.39 0.062
H -15.921 0.151 27.907 -0.01 0.22 0.18 0.067
H -14.342 0.106 28.719 0.13 0.49 0.11 0.068
Cl -14.045 5.159 24.755 0.50 0.27 -0.40 -0.039
C -19.937 13.204 32.900 0.71 -1.26 0.31 -0.060
O -18.666 12.546 32.665 -1.52 2.87 -2.62 -0.202
C -18.424 11.374 33.271 2.12 -0.93 1.83 -0.285
C -16.900 11.058 33.212 -0.07 -0.78 -0.24 -0.175
N -16.359 10.133 32.182 -0.45 -0.11 -1.06 -0.053
C -16.787 10.369 30.776 -0.85 1.41 2.57 -0.220
C -16.194 9.483 29.775 -0.38 -0.43 -2.84 -0.254
O -14.828 9.669 29.498 2.42 -0.90 1.54 -0.174
C -14.038 8.684 28.738 -1.20 1.98 -0.14 -0.039
H -20.112 13.388 33.960 0.57 0.49 0.31 0.080
H -20.777 12.539 32.697 -0.05 -0.07 -0.80 0.081
H -19.940 14.116 32.304 -0.10 -0.24 0.16 0.091
H -19.020 10.506 32.989 -0.41 0.03 -0.03 0.129
H -18.474 11.652 34.324 -0.77 -0.98 0.73 0.116
H -16.719 10.554 34.161 0.27 0.02 0.04 0.104
H -16.411 12.031 33.260 0.19 0.15 -0.21 0.116
H -15.357 10.205 32.081 0.30 0.10 0.85 0.094
H -16.677 11.433 30.565 0.31 0.20 -0.53 0.124
H -17.865 10.214 30.762 -0.14 -0.19 -0.29 0.120
H -16.616 9.817 28.827 -0.95 -0.13 -0.25 0.117
H -16.582 8.472 29.895 0.76 -0.50 0.33 0.123
H -12.972 8.895 28.814 -0.02 0.12 0.98 0.079
H -14.225 9.020 27.718 -0.34 -1.09 -0.49 0.066
H -14.233 7.641 28.985 -0.16 0.44 -0.11 0.055
C -10.551 9.274 23.625 -1.06 -1.26 -1.57 -0.082
O -11.485 8.273 24.100 0.96 -0.09 2.04 -0.379
C -11.447 8.189 25.581 0.52 1.22 0.67 -0.158
C -10.342 7.348 26.287 -1.29 0.69 -1.86 -0.169
N -10.405 5.984 25.735 0.71 1.26 -0.34 -0.208
C -9.103 5.390 25.877 -0.06 -2.40 1.75 -0.217
C -9.072 3.845 25.509 0.20 1.65 -0.64 -0.116
O -9.610 3.721 24.150 1.58 0.93 0.13 -0.425
C -9.213 2.598 23.349 -1.75 -0.24 0.40 -0.065
H -10.653 9.120 22.551 0.47 0.04 -0.39 0.070
H -9.521 9.039 23.894 -0.05 0.47 0.41 0.097
H -10.902 10.302 23.708 0.22 -0.02 0.99 0.107
H -12.416 7.925 26.004 -0.18 -0.48 -0.72 0.117
H -11.285 9.212 25.920 -0.09 0.26 0.03 0.120
H -10.578 7.410 27.349 0.01 -0.25 0.10 0.110
H -9.354 7.789 26.155 0.09 0.00 -0.21 0.118
H -10.989 5.513 26.411 -1.28 -1.07 0.42 0.055
H -8.900 5.464 26.945 0.47 -0.57 0.45 0.120
H -8.258 5.969 25.504 -0.21 -0.10 -1.05 0.121
H -9.648 3.132 26.099 -0.20 0.60 0.49 0.132
H -8.014 3.613 25.633 0.10 -0.52 -0.67 0.125
H -9.247 1.749 24.032 0.39 -0.38 -0.49 0.109
H -8.346 2.642 22.691 0.61 0.50 0.77 0.097
H -10.062 2.548 22.667 -0.04 -0.59 -0.09 0.058
C -16.312 0.262 22.964 0.46 1.48 -1.31 -0.097
O -16.998 0.568 21.732 -0.40 -1.01 -0.37 -0.221
C -17.952 1.621 21.571 0.34 -0.48 2.73 -0.198
C -19.018 1.579 22.710 0.32 0.70 -1.35 -0.227
N -19.991 2.645 22.581 -0.50 1.58 0.75 -0.074
C -19.491 4.107 22.643 -1.20 -1.60 -1.29 -0.127
C -20.581 5.207 22.364 1.63 -2.24 1.64 -0.249
O -20.863 5.252 21.006 0.72 -0.66 0.02 -0.152
C -21.603 6.378 20.789 -1.62 1.47 -0.16 -0.154
H -16.843 -0.148 23.822 -0.46 -0.25 -0.43 0.083
H -15.822 1.176 23.300 0.08 0.26 0.38 0.067
H -15.508 -0.371 22.588 -0.16 -0.40 0.51 0.088
H -18.549 1.417 20.681 0.66 0.29 -0.35 0.126
H -17.405 2.563 21.608 -0.12 0.26 -0.55 0.102
H -18.634 1.623 23.729 0.41 -0.34 -0.10 0.111
H -19.464 0.617 22.457 -0.54 -0.05 0.89 0.122
H -20.719 2.428 21.915 0.20 0.57 -0.16 0.101
H -18.756 4.193 21.842 0.28 0.51 0.15 0.090
H -19.013 4.265 23.609 -0.09 -0.05 0.04 0.106
H -20.211 6.145 22.779 0.39 0.41 -0.41 0.112
H -21.439 4.999 23.003 -0.59 -0.25 -0.27 0.123
H -22.460 6.382 21.462 -0.54 -0.07 -0.04 0.088
H -21.979 6.467 19.769 0.28 -0.26 -0.03 0.097
H -21.090 7.297 21.071 0.53 0.19 -0.24 0.086
C -16.609 8.637 25.726 0.77 -1.11 0.33 -0.096
O -16.250 7.638 26.698 -1.07 -0.54 0.26 -0.243
C -17.117 6.453 26.810 1.63 1.31 -0.56 -0.151
C -16.668 5.543 28.001 -0.98 0.95 -1.87 -0.156
N -15.250 5.250 28.266 -1.06 -0.85 0.58 -0.053
C -15.363 4.347 29.441 1.69 -0.18 2.44 -0.170
C -15.537 5.126 30.789 -0.54 0.39 0.07 -0.174
O -14.667 6.250 30.969 -0.73 -1.26 -1.52 -0.237
C -14.249 6.564 32.270 0.59 0.29 -0.34 -0.090
H -15.823 9.385 25.827 -0.39 0.36 0.21 0.079
H -17.621 9.029 25.833 0.03 0.14 0.30 0.088
H -16.493 8.265 24.708 -0.18 -0.39 -0.20 0.070
H -17.110 5.964 25.836 0.54 -0.53 -0.02 0.097
H -18.165 6.741 26.893 -0.13 0.19 0.70 0.117
H -17.093 4.589 27.688 -0.30 -0.11 0.58 0.128
H -17.110 5.938 28.916 -0.28 -0.17 -0.12 0.112
H -14.844 6.036 28.754 0.44 0.60 -0.74 0.064
H -14.446 3.772 29.572 0.19 0.01 -0.45 0.110
H -16.156 3.600 29.460 -0.13 0.23 -0.76 0.130
H -15.422 4.460 31.644 0.14 -0.38 -0.15 0.122
H -16.568 5.476 30.838 -0.22 0.21 0.15 0.109
H -13.310 7.058 32.024 0.09 0.34 0.88 0.088
H -14.043 5.691 32.890 -0.03 -0.24 -0.08 0.090
H -14.947 7.221 32.789 -0.05 0.12 -0.04 0.086
C -13.822 8.440 22.217 0.39 -0.01 -0.47 -0.057
O -13.175 7.230 21.757 -0.01 -0.12 0.54 -0.304
C -12.692 7.333 20.436 0.70 0.13 -0.17 -0.235
C -12.315 5.969 19.814 -1.17 1.05 0.48 -0.190
N -11.087 5.375 20.307 2.03 -0.68 -0.94 -0.212
C -10.807 3.996 19.782 -2.97 -1.49 2.47 -0.127
C -11.888 3.049 20.496 0.20 -0.03 -1.32 -0.209
O -12.159 3.213 21.855 1.40 3.00 0.56 -0.313
C -12.941 2.239 22.434 -0.43 -1.97 1.79 -0.118
H -13.125 9.278 22.241 0.26 0.03 -0.26 0.081
H -14.176 8.361 23.245 -0.12 -0.67 -0.28 0.086
H -14.607 8.675 21.499 -0.27 0.04 0.25 0.101
H -11.837 8.009 20.420 0.54 0.18 0.03 0.118
H -13.395 7.838 19.774 -0.47 -0.25 0.00 0.131
H -12.248 6.190 18.749 -0.31 -0.50 -0.24 0.136
H -13.161 5.343 20.100 0.03 -0.30 -0.54 0.130
H -10.330 5.896 19.888 0.24 0.70 0.10 0.106
H -9.855 3.521 20.016 0.42 1.05 0.30 0.113
H -10.988 3.790 18.727 -0.04 0.62 -0.24 0.124
H -11.480 2.047 20.362 -0.56 -0.37 -0.47 0.131
H -12.870 3.245 20.066 0.16 -0.69 -0.96 0.122
H -13.712 1.753 21.836 0.28 0.19 -0.69 0.104
H -13.471 2.544 23.336 0.08 1.01 -0.15 0.063
H -12.252 1.505 22.852 -0.07 -0.72 -0.32 0.090

# 2
21
Properties=species:S:1:pos:R:3:forces:R:3:nbo_charge:R:1 method="wB97M-V/def2-TZVPD" e_lumo_ev="0.06 / 0.06" de_lowest_kcal_mol=16.82 e_homo_ev="-7.672 / -7.672" gap_ev="7.7 / 7.7"
C 1.180 -0.133 -0.408 -0.30 0.64 -0.60 0.604
C 1.172 -0.641 0.979 0.34 0.03 1.54 -0.513
C 0.320 0.183 1.960 -2.95 -0.27 -0.56 -0.395
C -1.190 -0.180 1.698 -0.04 3.80 -0.05 -0.402
C -1.741 0.605 0.423 2.96 -0.92 0.20 -0.414
C -1.238 -0.004 -0.896 -0.84 0.92 -2.20 -0.235
N 0.204 0.105 -1.206 -0.16 -0.09 1.24 -0.546
O 2.379 0.135 -0.968 -0.23 -0.41 0.28 -0.753
P 2.054 -0.862 -3.814 -0.21 2.06 0.98 -0.236
P 1.951 0.795 -2.481 -0.43 -1.63 -1.84 0.737
H 0.898 -1.706 0.895 -0.37 0.33 0.40 0.238
H 2.125 -0.641 1.458 1.26 -0.11 -0.55 0.248
H 0.379 0.068 3.071 1.12 -0.48 -1.07 0.227
H 0.320 1.289 1.783 0.73 -0.91 -0.01 0.208
H -1.379 -1.247 1.652 -0.29 -0.03 0.49 0.207
H -1.627 0.475 2.516 -0.50 -1.81 -0.42 0.208
H -2.818 0.536 0.392 -0.30 0.72 0.14 0.222
H -1.200 1.601 0.487 -1.63 -0.61 -0.02 0.203
H -1.588 -1.064 -0.945 0.43 0.64 -0.25 0.202
H -1.740 0.596 -1.817 0.90 -1.55 2.11 0.210
H 1.540 0.091 -4.779 0.50 -0.31 0.17 -0.020

# 3
33
Properties=species:S:1:pos:R:3:forces:R:3:nbo_charge:R:1 method="wB97M-V/def2-TZVPD" e_lumo_ev=0.17 de_lowest_kcal_mol=12.01 e_homo_ev=-8.270 gap_ev=8.4 smiles=CSCC[C@@H](N)CO.O.O.O.O
C -1.779 0.460 2.049 -1.21 -0.95 0.92 -0.777
S -1.879 2.147 1.527 0.42 0.34 -0.27 0.204
C -0.740 2.164 0.106 -1.84 0.19 -0.65 -0.525
C 0.678 1.782 0.318 1.97 -0.60 1.57 -0.448
C 1.173 0.473 -0.308 0.11 -0.21 -0.11 -0.076
N 1.707 0.873 -1.623 0.13 -0.52 -1.08 -0.869
C 2.256 -0.376 0.450 0.49 1.85 -1.64 -0.077
O 2.504 -1.511 -0.343 0.13 -0.37 0.18 -0.743
H -2.638 -0.164 1.717 0.39 0.46 -0.08 0.205
H -1.873 0.492 3.154 0.45 -0.33 -0.63 0.234
H -0.886 -0.070 1.736 0.24 0.34 0.24 0.218
H -0.881 3.248 -0.137 0.32 -1.07 -0.63 0.240
H -1.151 1.450 -0.653 -0.03 1.19 0.21 0.213
H 1.354 2.523 -0.106 -0.10 0.37 0.31 0.220
H 0.890 1.707 1.395 -0.02 0.33 -0.04 0.213
H 0.317 -0.202 -0.473 0.27 0.21 -0.11 0.198
H 2.635 1.295 -1.552 -0.36 0.29 0.49 0.357
H 1.932 0.078 -2.223 -0.43 -0.15 0.37 0.369
H 3.178 0.252 0.474 -0.29 -0.44 -0.37 0.165
H 2.145 -0.573 1.489 -1.02 -0.51 1.03 0.161
H 1.658 -1.985 -0.434 0.21 0.06 0.21 0.497
O -0.942 2.142 -3.169 0.31 -0.62 -0.18 -0.951
H -0.105 2.014 -2.692 0.04 0.12 0.11 0.488
H -0.925 1.380 -3.768 -0.18 0.38 0.03 0.457
O -0.134 -2.490 0.000 -0.51 -0.25 0.26 -0.988
H -0.891 -2.687 -0.578 0.30 0.12 -0.36 0.507
H -0.566 -2.321 0.846 0.10 0.03 0.21 0.482
O -0.579 -1.989 3.135 -0.43 1.54 -0.69 -0.984
H -1.083 -2.574 3.693 0.72 -0.86 -0.04 0.499
H 0.257 -2.250 2.746 -0.06 -0.98 0.76 0.495
O -1.967 -2.082 -2.093 -0.37 0.22 0.55 -0.962
H -2.178 -1.188 -1.758 0.31 -0.55 -0.65 0.491
H -1.489 -2.018 -2.925 -0.05 0.35 0.07 0.486